# 1
{"formula": "C19H18N4O3S", "method": "wB97M-V/def2-TZVPD", "elements": ["S", "O", "O", "O", "N", "N", "N", "N", "C", "C", "C", "C", "C", "C", "C", "C", "C", "C", "C", "C", "C", "C", "C", "C", "C", "C", "C", "H", "H", "H", "H", "H", "H", "H", "H", "H", "H", "H", "H", "H", "H", "H", "H", "H", "H"], "xyz": [[0.937, 2.725, -1.124], [3.410, 5.201, -2.120], [1.731, 4.509, -3.443], [-4.097, -3.688, 2.809], [-2.023, 1.831, 0.636], [2.174, 0.402, -1.041], [1.748, -4.093, 0.298], [3.467, -1.472, -1.091], [1.289, -1.610, -0.066], [2.638, 4.356, -2.484], [1.063, 1.031, -0.707], [0.105, -0.951, 0.288], [-1.707, -3.180, 2.704], [-3.305, -2.215, 1.192], [-3.027, -3.052, 2.278], [-3.827, -3.701, 5.241], [-0.974, -1.663, 0.974], [-1.132, 1.175, 0.331], [-2.299, -1.527, 0.556], [2.572, 2.961, -1.902], [1.496, -2.980, 0.165], [2.310, -0.885, -0.735], [-3.944, -4.508, 3.952], [-0.698, -2.499, 2.051], [2.700, 5.923, -5.179], [1.658, 5.789, -4.078], [-0.010, 0.409, -0.039], [-4.700, -3.064, 5.356], [-4.329, -2.126, 0.865], [-2.535, -0.899, -0.289], [2.586, 5.123, -5.906], [4.156, -0.929, -1.580], [0.645, 5.844, -4.481], [3.699, 5.877, -4.753], [-1.445, -3.809, 3.540], [0.316, -2.601, 2.408], [3.621, -2.449, -0.915], [2.576, 6.878, -5.680], [-3.089, -5.184, 3.831], [2.666, 2.209, -2.685], [3.344, 2.829, -1.146], [-2.942, -3.070, 5.227], [-4.857, -5.111, 3.974], [1.803, 6.567, -3.321], [-3.767, -4.375, 6.091]]}

=====

# 2
{"formula": "C34H39AsFeN9S3", "method": "wB97M-V/def2-TZVPD", "elements": ["As", "Fe", "S", "S", "S", "N", "N", "N", "N", "N", "N", "N", "N", "N", "C", "C", "C", "C", "C", "C", "C", "C", "C", "C", "C", "C", "C", "C", "C", "C", "C", "C", "C", "C", "C", "C", "C", "C", "C", "C", "C", "C", "C", "C", "C", "C", "C", "C", "H", "H", "H", "H", "H", "H", "H", "H", "H", "H", "H", "H", "H", "H", "H", "H", "H", "H", "H", "H", "H", "H", "H", "H", "H", "H", "H", "H", "H", "H", "H", "H", "H", "H", "H", "H", "H", "H", "H"], "xyz": [[0.291, -2.163, -0.140], [0.294, 0.218, -0.353], [-1.904, -0.109, -0.893], [-0.012, 0.537, 1.856], [2.030, 1.110, 3.870], [-3.335, 1.787, 0.239], [2.184, 0.344, 0.101], [-0.519, 4.028, -1.627], [2.653, 0.630, 1.355], [0.091, 4.403, -0.491], [-0.427, 2.760, -1.709], [-3.105, -0.220, 1.456], [0.304, 2.285, -0.671], [1.067, -0.093, -2.158], [-4.318, 2.542, 1.020], [-3.775, 0.061, 2.728], [0.425, -0.295, -3.309], [3.157, -0.398, -3.288], [-2.855, -4.110, 1.806], [3.831, 1.184, 3.873], [0.165, -4.431, -4.210], [-1.082, -3.116, -2.627], [0.032, -3.088, -1.802], [0.585, 3.317, 0.090], [1.686, 0.745, 2.218], [-2.875, 0.558, 0.415], [2.046, -2.928, -0.020], [1.277, -4.404, -3.381], [-1.297, -3.430, 3.512], [2.326, -3.655, -1.181], [2.480, -0.629, -4.477], [0.135, 5.803, -0.049], [1.221, -3.735, -2.165], [-0.475, -2.871, 2.545], [-1.514, 5.326, 1.802], [-2.314, 6.387, -0.348], [3.575, -4.249, -1.316], [4.515, -4.112, -0.305], [-1.159, 6.245, 0.637], [-2.488, -4.043, 3.143], [3.016, 0.150, -0.851], [-1.013, -3.798, -3.835], [1.097, -0.567, -4.489], [-0.846, -2.935, 1.204], [-2.032, -3.562, 0.831], [4.226, -3.384, 0.844], [2.985, -2.780, 0.988], [2.421, -0.129, -2.150], [3.820, -4.827, -2.197], [-2.665, -1.128, 1.386], [-1.770, 4.319, 1.453], [2.181, -4.917, -3.683], [-1.881, -3.839, -4.480], [-4.778, 0.445, 2.575], [-5.319, 2.132, 0.895], [4.237, -0.421, -3.238], [-3.773, -4.606, 1.518], [-2.073, 7.085, -1.150], [4.087, 0.203, -0.689], [-2.376, 5.715, 2.343], [-3.124, -4.483, 3.900], [-1.003, -3.395, 4.552], [-3.200, 6.759, 0.165], [0.356, 6.404, -0.929], [5.483, -4.584, -0.409], [4.111, 1.421, 4.897], [-3.072, 2.181, -0.653], [-4.314, 3.562, 0.647], [-3.849, -0.882, 3.260], [-0.654, -0.231, -3.280], [-3.190, 0.754, 3.332], [-2.561, 5.431, -0.812], [4.967, -3.293, 1.627], [1.166, 3.307, 0.997], [-0.931, 7.237, 1.038], [0.453, -2.398, 2.841], [2.765, -2.202, 1.878], [-4.052, 2.568, 2.071], [-0.692, 5.235, 2.516], [4.184, 1.962, 3.202], [0.534, -0.726, -5.397], [-2.000, -2.619, -2.341], [-2.308, -3.641, -0.213], [3.028, -0.845, -5.384], [0.976, 5.873, 0.641], [4.251, 0.224, 3.587], [0.212, -4.964, -5.151]], "multiplicity": 2, "total_charge": 2}

=====

# 3
{"formula": "C7H17N2S", "method": "wB97M-V/def2-TZVPD", "elements": ["S", "N", "N", "C", "C", "C", "C", "C", "C", "C", "H", "H", "H", "H", "H", "H", "H", "H", "H", "H", "H", "H", "H", "H", "H", "H", "H"], "xyz": [[-0.454, 0.247, 2.282], [-1.018, -0.126, 0.866], [0.035, 0.177, -2.867], [1.337, -0.056, -0.306], [-0.774, -1.325, 3.177], [-1.806, 1.211, 3.088], [-0.076, 0.470, -0.439], [-0.769, -0.118, -1.642], [1.403, -0.397, -2.777], [2.122, 0.224, -1.587], [1.940, -0.201, -3.707], [-0.137, -1.357, 4.057], [-0.135, 1.557, -0.409], [-1.820, -1.392, 3.457], [-2.761, 0.773, 2.817], [-1.652, 1.193, 4.160], [1.312, -1.477, -2.642], [2.228, 1.300, -1.737], [-0.449, -0.170, -3.703], [0.120, 1.197, -2.949], [1.829, 0.404, 0.548], [1.297, -1.130, -0.127], [3.125, -0.198, -1.515], [-0.524, -2.133, 2.498], [-1.753, 2.232, 2.722], [-1.772, 0.293, -1.749], [-0.847, -1.198, -1.519]], "total_charge": 1}

=====

# 4
{"formula": "C11H14N", "method": "wB97M-V/def2-TZVPD", "elements": ["N", "C", "C", "C", "C", "C", "C", "C", "C", "C", "C", "C", "H", "H", "H", "H", "H", "H", "H", "H", "H", "H", "H", "H", "H", "H"], "xyz": [[1.510, 0.767, 0.080], [0.359, -0.116, -0.063], [-0.285, -2.513, 0.312], [1.199, 2.019, 0.774], [-1.636, -1.976, 0.689], [2.961, -0.999, -0.529], [0.679, -1.597, 0.053], [-0.953, 0.295, -0.212], [2.002, -1.957, -0.335], [-1.914, -0.845, -0.359], [2.756, 0.323, -0.105], [-1.409, 1.679, -0.722], [-1.636, 1.514, -1.737], [-2.224, 2.085, -0.083], [-0.505, 2.259, -0.811], [1.386, 2.959, 0.349], [-1.834, -1.108, -1.448], [1.638, 2.010, 1.766], [2.262, -2.999, -0.418], [-2.285, -2.795, 0.495], [-1.552, -1.853, 1.874], [-3.008, -0.518, -0.349], [3.875, -1.370, -0.706], [0.061, -3.503, 0.341], [3.608, 1.058, -0.145], [0.210, 1.991, 1.029]], "total_charge": 1}

=====

# 5
{"formula": "C46H30BN4O11P", "method": "wB97M-V/def2-TZVPD", "elements": ["P", "O", "O", "O", "O", "O", "O", "O", "O", "O", "O", "O", "N", "N", "N", "N", "C", "C", "C", "C", "C", "C", "C", "C", "C", "C", "C", "C", "C", "C", "C", "C", "C", "C", "C", "C", "C", "C", "C", "C", "C", "C", "C", "C", "C", "C", "C", "C", "C", "C", "C", "C", "C", "C", "C", "C", "C", "C", "C", "C", "C", "C", "B", "H", "H", "H", "H", "H", "H", "H", "H", "H", "H", "H", "H", "H", "H", "H", "H", "H", "H", "H", "H", "H", "H", "H", "H", "H", "H", "H", "H", "H", "H"], "xyz": [[1.421, 3.560, 2.786], [-2.600, 2.067, 2.287], [-3.136, 2.309, -0.178], [5.021, -2.141, -4.383], [-1.249, 4.576, 2.574], [-7.372, 2.681, -6.694], [4.756, -6.473, 4.215], [4.982, -0.171, 0.580], [0.160, -3.806, 4.748], [-1.289, 5.995, 4.034], [-6.076, 4.955, -2.040], [-3.347, -0.005, 0.835], [-0.218, 3.433, -0.828], [1.592, 3.114, 4.331], [0.206, -0.258, 1.204], [-1.130, 4.768, 3.900], [-6.352, 4.450, -3.122], [7.281, 0.267, -0.947], [0.228, -7.854, 5.825], [1.223, -4.411, 4.655], [6.168, -0.431, -1.430], [-6.035, 2.603, -4.765], [-4.421, 0.845, -4.354], [4.751, -2.363, 3.391], [6.189, -0.969, -2.716], [3.708, -5.855, 4.364], [2.639, -2.376, -2.937], [-5.413, 1.410, -5.156], [2.493, -6.546, 4.842], [-7.976, 6.268, -3.614], [1.414, -8.563, 5.637], [4.804, -3.729, 3.678], [8.446, -0.146, -3.024], [-5.678, 3.212, -3.562], [-7.054, 3.217, -5.639], [2.442, -3.716, 4.196], [-9.211, 6.311, -5.691], [3.787, -1.274, -1.115], [-7.679, 4.491, -5.230], [-8.605, 5.114, -6.077], [3.542, -1.676, 3.491], [3.646, -4.408, 4.076], [7.335, -0.836, -3.511], [3.791, -1.770, -2.417], [-0.240, 3.677, 0.462], [-8.902, 6.884, -4.457], [-1.144, 2.030, 2.495], [1.493, -2.492, -2.147], [2.640, -1.404, -0.319], [5.002, -1.665, -3.255], [-0.375, 3.454, 2.115], [8.416, 0.414, -1.747], [-7.356, 5.074, -4.005], [0.167, -6.496, 5.505], [-4.677, 2.646, -2.763], [1.496, -2.013, -0.837], [2.387, -2.349, 3.893], [-4.046, 1.467, -3.163], [-0.363, 0.807, 1.727], [4.979, -0.596, -0.570], [2.547, -7.912, 5.147], [1.301, -5.843, 5.007], [-3.006, 1.417, 1.026], [7.364, -1.266, -4.511], [-3.314, 3.224, 0.230], [-7.736, 6.724, -2.654], [5.653, -1.837, 3.087], [-8.854, 4.672, -7.040], [0.648, 2.849, 4.689], [-5.697, 0.922, -6.086], [1.850, 4.940, 2.634], [-3.935, -0.079, -4.661], [-4.328, -0.143, 0.688], [7.267, 0.703, 0.051], [1.458, -9.623, 5.877], [-9.379, 7.813, -4.153], [2.629, -2.756, -3.957], [9.277, 0.963, -1.372], [-3.263, 1.034, -2.545], [2.227, 2.723, 1.921], [3.498, -0.613, 3.261], [5.752, -4.259, 3.594], [0.606, -2.110, -0.220], [1.447, -1.804, 3.974], [2.634, -1.028, 0.702], [0.598, -2.959, -2.554], [-0.986, 1.837, 3.663], [-4.382, 3.124, -1.830], [-0.652, -8.358, 6.219], [9.333, -0.039, -3.644], [-0.763, -5.950, 5.650], [3.471, -8.471, 5.008], [-9.925, 6.796, -6.352]]}

=====

# 6
{"formula": "C31H45ClF5FeP", "method": "wB97M-V/def2-TZVPD", "elements": ["Fe", "Cl", "P", "F", "F", "F", "F", "F", "C", "C", "C", "C", "C", "C", "C", "C", "C", "C", "C", "C", "C", "C", "C", "C", "C", "C", "C", "C", "C", "C", "C", "C", "C", "C", "C", "C", "C", "C", "C", "H", "H", "H", "H", "H", "H", "H", "H", "H", "H", "H", "H", "H", "H", "H", "H", "H", "H", "H", "H", "H", "H", "H", "H", "H", "H", "H", "H", "H", "H", "H", "H", "H", "H", "H", "H", "H", "H", "H", "H", "H", "H", "H", "H", "H"], "xyz": [[-2.214, 2.781, -0.010], [-4.245, 2.156, -0.320], [-0.872, -1.175, -1.927], [1.037, 0.427, 3.834], [-0.566, 4.972, 1.190], [-1.090, 0.328, 2.135], [1.610, 5.059, 2.833], [2.405, 2.794, 4.191], [3.448, -1.467, 1.108], [0.617, 1.582, 3.181], [1.435, -0.361, -3.229], [0.928, 3.889, 2.698], [-3.329, -2.254, -2.967], [-0.457, 1.530, 2.320], [-2.138, -2.478, -2.031], [-2.583, -4.969, -1.911], [2.192, -1.217, -5.553], [-0.635, 1.698, -1.640], [3.483, 1.243, 0.421], [-1.007, 3.144, -2.070], [-1.510, -3.888, -2.170], [-1.502, 0.518, -2.167], [-3.892, -4.726, -2.713], [-0.227, -1.839, -0.158], [-0.177, 3.836, 1.836], [2.620, -0.721, -4.145], [2.975, 2.221, -0.794], [1.068, -2.358, -0.167], [2.010, -2.031, 1.065], [1.316, 2.742, 3.366], [-1.910, 0.832, -3.611], [4.085, -0.186, 0.373], [-2.741, 2.121, -3.673], [-0.864, 2.645, 1.584], [-4.406, -3.290, -2.562], [0.975, -2.165, -5.584], [-1.790, 3.292, -3.383], [-0.159, -1.722, -4.641], [0.378, -1.475, -3.207], [-3.769, -1.260, -2.808], [-1.036, 1.016, -4.253], [0.409, 1.528, -1.918], [-2.614, -2.478, -1.035], [4.270, -0.396, -0.627], [3.681, -1.351, 2.158], [-0.517, -0.850, 0.336], [-1.012, -4.048, -3.144], [-2.147, -5.969, -2.122], [-3.113, -2.325, -4.039], [1.777, -0.042, -2.225], [1.350, -1.419, 1.705], [3.271, 0.164, -4.255], [-0.921, -2.627, 0.334], [-0.574, 1.603, -0.539], [-0.632, -0.839, -5.088], [-1.068, 3.359, -4.204], [0.642, -2.261, -6.629], [0.891, -2.417, -2.956], [3.222, -1.500, -3.646], [-3.215, 2.268, -4.666], [1.637, -2.206, -1.100], [1.965, -3.107, 1.474], [-0.718, -3.987, -1.408], [-4.633, -5.447, -2.316], [2.033, 2.776, -0.412], [-2.817, -4.928, -0.837], [-5.357, -3.175, -3.127], [1.324, -3.170, -5.289], [1.975, -0.330, -6.178], [4.061, -2.296, 0.837], [2.716, 1.102, 1.309], [-0.054, 3.696, -2.158], [-2.350, 4.235, -3.342], [5.127, -0.209, 0.621], [-3.723, -4.981, -3.760], [-1.574, 3.770, -1.274], [-2.479, 0.034, -4.093], [3.059, -1.697, -6.023], [-4.620, -3.133, -1.500], [0.995, 0.550, -3.649], [-3.546, 2.106, -2.929], [4.250, 2.070, 0.833], [-2.430, 0.558, -1.567], [-0.923, -2.507, -4.691]], "multiplicity": 6, "total_charge": -1}

=====

# 7
{"formula": "C42H65Cl2N3O11", "method": "wB97M-V/def2-TZVPD", "elements": ["Cl", "Cl", "O", "O", "O", "O", "O", "O", "O", "O", "O", "O", "O", "N", "N", "N", "C", "C", "C", "C", "C", "C", "C", "C", "C", "C", "C", "C", "C", "C", "C", "C", "C", "C", "C", "C", "C", "C", "C", "C", "C", "C", "C", "C", "C", "C", "C", "C", "C", "C", "C", "C", "C", "C", "C", "C", "C", "C", "H", "H", "H", "H", "H", "H", "H", "H", "H", "H", "H", "H", "H", "H", "H", "H", "H", "H", "H", "H", "H", "H", "H", "H", "H", "H", "H", "H", "H", "H", "H", "H", "H", "H", "H", "H", "H", "H", "H", "H", "H", "H", "H", "H", "H", "H", "H", "H", "H", "H", "H", "H", "H", "H", "H", "H", "H", "H", "H", "H", "H", "H", "H", "H", "H"], "xyz": [[8.606, -3.832, 0.558], [7.837, -0.816, 1.616], [-4.023, 5.760, 1.988], [-10.102, -1.444, -4.928], [2.594, -1.336, 7.912], [2.087, 1.545, 0.142], [3.141, 0.460, -1.562], [2.128, -0.733, -3.260], [9.539, 1.645, 4.416], [-0.686, -0.514, 1.424], [3.725, -3.860, -5.570], [6.934, -1.892, 4.912], [-5.093, -0.318, -1.655], [4.054, -2.063, 0.717], [4.690, -1.171, 6.638], [1.631, -1.300, 2.520], [-2.073, 7.170, 1.927], [10.452, 2.950, 2.613], [2.476, -2.057, -1.277], [2.744, -1.857, 0.292], [4.490, -1.408, 5.209], [-9.183, -0.160, -6.743], [-4.099, -2.783, 3.270], [-3.002, -0.584, 2.332], [-6.243, -0.024, -3.749], [2.566, -0.716, -2.104], [9.690, 2.976, 3.929], [-1.602, -2.790, 2.298], [-4.182, -1.302, 2.951], [-1.698, -1.317, 1.982], [-3.145, 1.347, 0.490], [-11.329, 0.507, -5.621], [-9.956, -0.118, -5.434], [-2.804, -3.501, 2.921], [2.192, -2.100, -6.159], [3.640, -1.402, 7.315], [0.119, -1.223, 0.473], [-3.360, 6.805, 4.053], [4.451, -2.286, -7.240], [-3.738, -0.180, -3.639], [6.109, -4.745, 1.970], [-4.197, 1.713, 2.928], [7.117, -3.572, 1.539], [5.487, -1.972, 2.787], [8.320, 3.613, 3.762], [4.096, -1.840, 2.111], [0.978, 1.960, -1.983], [-2.891, 6.184, 2.746], [3.142, -1.283, 4.531], [1.541, -1.464, 1.143], [5.683, -1.770, 4.278], [-2.774, -5.068, 3.254], [-3.077, 0.982, 2.041], [3.274, -3.048, -6.653], [6.801, -2.288, 1.960], [2.103, 1.302, -1.067], [-5.054, -0.654, -3.040], [2.939, -1.490, 3.016], [1.813, -1.476, -6.972], [0.273, -0.510, -0.411], [2.576, -1.449, -5.368], [-3.670, -0.439, -4.698], [5.225, -2.979, -7.581], [10.265, 3.530, 4.675], [-4.561, 6.538, 1.797], [-4.990, -3.307, 3.737], [-1.188, 7.501, 2.475], [-2.069, 1.543, 0.149], [-11.876, 0.520, -4.675], [9.031, 1.145, 3.762], [6.590, -5.729, 1.698], [1.468, -2.582, -1.371], [4.096, -3.275, -4.897], [-3.954, 6.089, 4.626], [-11.930, -0.075, -6.327], [-8.203, -0.621, -6.596], [1.363, 2.910, -2.461], [-6.250, -0.278, -4.811], [-0.652, -3.369, 2.058], [-9.391, 0.452, -4.692], [0.511, 1.238, -2.714], [-4.007, 1.362, 4.002], [-10.600, -1.956, -5.577], [-2.082, 1.400, 2.422], [-5.119, -1.743, -3.112], [-3.782, -5.371, 3.674], [-1.979, -5.343, 4.006], [-9.038, 0.845, -7.149], [-2.893, -0.632, -3.113], [-0.355, -2.155, 0.046], [5.907, -4.632, 3.084], [11.430, 2.480, 2.745], [2.857, -3.719, -7.409], [-3.632, 0.905, -3.536], [-2.654, -5.588, 2.249], [-7.181, -0.364, -3.302], [9.915, 2.360, 1.863], [2.229, -1.001, 5.147], [7.779, 3.615, 4.711], [0.158, 2.284, -1.259], [1.358, -2.660, -5.730], [3.263, -2.795, -1.633], [-3.668, 2.359, 0.371], [-11.249, 1.532, -5.992], [7.710, 3.046, 3.051], [4.913, -1.641, -6.486], [-2.291, 5.295, 2.956], [7.084, -2.804, 5.228], [-3.579, 0.542, -0.171], [10.600, 3.959, 2.222], [-1.753, 6.715, 0.987], [-5.252, 1.403, 2.673], [4.140, -1.667, -8.085], [8.403, 4.643, 3.405], [-2.513, 7.124, 4.664], [5.143, -4.531, 1.423], [-9.709, -0.764, -7.488], [-4.016, 2.828, 2.932], [-5.037, 0.643, -1.580], [-4.001, 7.671, 3.865], [-5.151, -0.771, 3.200], [-6.222, 1.067, -3.650], [-2.671, 8.049, 1.666]]}

=====

Number 1: calculated total energy -42933.61462 eV. Number 2: calculated total energy -177021.92719 eV. Number 3: calculated total energy -21342.03005 eV. Number 4: calculated total energy -13115.15580 eV. Number 5: calculated total energy -86630.69472 eV. Number 6: calculated total energy -102654.17990 eV. Number 7: calculated total energy -96636.86032 eV.